{
  "formula": "C19H22N4O5S",
  "method": "the ωB97M-V functional and the def2-TZVPD basis",
  "elements": ["C", "C", "C", "C", "C", "C", "N", "N", "C", "O", "C", "N", "C", "O", "C", "C", "C", "C", "S", "O", "O", "N", "C", "C", "C", "C", "C", "C", "O", "H", "H", "H", "H", "H", "H", "H", "H", "H", "H", "H", "H", "H", "H", "H", "H", "H", "H", "H", "H", "H", "H"],
  "positions_angstrom": [[9.27151, 3.41817, -0.10801], [8.79653, 2.01223, -0.16063], [9.47543, 0.83380, -0.33114], [8.51177, -0.19027, -0.29672], [7.29678, 0.42993, -0.10664], [5.96621, -0.07905, 0.00939], [5.76770, -1.34061, -0.06484], [4.52953, -1.89208, 0.03728], [3.31395, -1.32361, 0.23810], [3.09504, -0.13745, 0.36989], [2.18625, -2.35325, 0.31371], [0.92856, -1.65516, 0.37025], [-0.16191, -2.12195, -0.28268], [-0.18097, -3.21159, -0.82253], [-1.34906, -1.21347, -0.26622], [-1.59502, -0.32016, 0.77279], [-2.72737, 0.47655, 0.74192], [-3.59803, 0.38030, -0.32546], [-5.08378, 1.37823, -0.37374], [-5.20048, 1.98818, -1.66547], [-5.09971, 2.23114, 0.78515], [-6.23250, 0.15510, -0.27698], [-6.52645, -0.26910, 1.08747], [-8.04662, -0.12862, 1.27299], [-8.45444, 0.82293, 0.14845], [-7.48970, 0.41484, -0.96219], [-3.37250, -0.50578, -1.36139], [-2.24831, -1.30913, -1.32671], [7.48183, 1.77207, -0.02471], [10.34876, 3.44857, -0.23805], [8.79799, 4.00702, -0.89261], [9.01233, 3.86980, 0.84884], [10.53217, 0.72212, -0.46402], [8.66705, -1.24384, -0.39650], [5.18650, 0.66349, 0.15754], [4.57430, -2.89894, -0.05866], [2.32445, -2.96951, 1.21233], [2.18473, -3.01504, -0.55944], [1.01547, -0.67322, 0.60417], [-0.92317, -0.26053, 1.61577], [-2.94878, 1.17852, 1.53055], [-6.18727, -1.29931, 1.22726], [-5.97954, 0.37954, 1.77517], [-8.29995, 0.25268, 2.25952], [-8.53167, -1.09585, 1.13598], [-8.25976, 1.85605, 0.43840], [-9.49842, 0.71898, -0.13903], [-7.81810, -0.51172, -1.44517], [-7.32660, 1.18014, -1.71838], [-4.07923, -0.54825, -2.17419], [-2.04551, -2.02286, -2.11080]],
  "charge": 0,
  "energy_ev": -47092.2685,
  "smiles": "Cc1ccc(/C=N/NC(=O)CNC(=O)c2ccc(S(=O)(=O)N3CCCC3)cc2)o1"
}

{
  "formula": "C19H22N4OS",
  "method": "the ωB97M-V functional and the def2-TZVPD basis",
  "elements": ["C", "C", "N", "C", "C", "C", "C", "C", "C", "C", "N", "C", "N", "O", "C", "C", "S", "C", "N", "C", "C", "C", "C", "C", "C", "H", "H", "H", "H", "H", "H", "H", "H", "H", "H", "H", "H", "H", "H", "H", "H", "H", "H", "H", "H", "H", "H"],
  "positions_angstrom": [[4.04518, -2.20177, 0.57197], [2.97581, -3.12512, 0.00208], [1.83190, -2.40934, -0.53344], [2.18497, -1.52988, -1.63530], [0.93516, -1.03596, -2.36811], [-0.30255, -1.05716, -1.45113], [-0.55923, -2.51792, -1.02388], [0.75283, -3.30058, -0.91371], [-1.49170, -0.50606, -2.22408], [-1.94954, -1.24003, -3.32219], [-2.34531, -1.84663, -4.21742], [-2.09103, 0.67968, -1.94245], [-3.06289, 1.24687, -2.71791], [-1.77239, 1.46156, -0.88866], [-0.81904, 0.96360, -0.03010], [-0.12184, -0.18122, -0.24969], [0.95913, -0.56272, 1.05764], [0.45702, 0.87237, 1.91290], [0.95401, 1.21412, 3.08775], [0.50502, 2.32976, 3.63495], [1.07397, 2.70463, 4.96671], [-0.45715, 3.13756, 3.01352], [-0.98474, 2.79791, 1.78281], [-2.01170, 3.64039, 1.09882], [-0.50826, 1.61255, 1.20240], [3.59512, -1.49783, 1.26514], [4.55522, -1.64978, -0.21264], [4.78415, -2.79506, 1.10476], [2.60444, -3.76406, 0.80760], [3.42750, -3.77663, -0.76912], [2.84889, -2.04150, -2.35453], [2.72821, -0.67899, -1.21839], [0.71408, -1.67381, -3.22682], [1.10174, -0.02389, -2.74300], [-1.20927, -3.00232, -1.75500], [-1.07516, -2.51761, -0.06200], [0.97643, -3.80569, -1.86886], [0.64881, -4.07340, -0.14969], [-3.62074, 1.96580, -2.28896], [-3.50911, 0.65814, -3.40063], [1.79726, 1.95579, 5.27410], [1.56280, 3.67584, 4.90911], [0.28234, 2.76836, 5.71155], [-0.78455, 4.03921, 3.50990], [-1.67822, 3.90085, 0.09600], [-2.94407, 3.08543, 1.00217], [-2.20062, 4.55122, 1.66154]],
  "charge": 0,
  "energy_ev": -38903.5287,
  "smiles": "CCN1CCC2(CC1)C(C#N)=C(N)Oc1c2sc2nc(C)cc(C)c12"
}

{
  "formula": "C19H22N5PdS",
  "method": "the ωB97M-V functional and the def2-TZVPD basis",
  "elements": ["Pd", "N", "C", "C", "C", "C", "C", "C", "C", "C", "C", "C", "C", "C", "H", "H", "H", "H", "H", "H", "H", "H", "H", "H", "N", "C", "S", "N", "C", "C", "C", "C", "C", "C", "H", "H", "H", "H", "H", "H", "H", "H", "N", "N", "H", "H", "H", "H"],
  "positions_angstrom": [[-2.28697, -0.30194, -0.34867], [-0.60830, -1.59797, -0.78877], [0.49221, -1.23134, 0.05608], [1.71513, -0.88373, -0.48486], [2.73180, -0.42225, 0.34130], [2.50739, -0.33752, 1.70828], [1.27938, -0.71996, 2.23730], [0.24740, -1.17732, 1.42203], [-1.08168, -1.55236, 1.97825], [-1.10663, -2.13626, 3.25013], [-2.29456, -2.41504, 3.90266], [-3.49540, -2.09419, 3.29543], [-3.49696, -1.53915, 2.02193], [-2.31120, -1.29519, 1.34464], [-0.36806, -1.53512, -1.77165], [-0.91413, -2.54870, -0.60307], [1.87295, -0.96446, -1.55431], [3.68332, -0.13115, -0.08549], [3.28542, 0.02182, 2.36857], [1.11613, -0.63199, 3.30373], [-0.16899, -2.38433, 3.73143], [-2.27910, -2.86978, 4.88364], [-4.43447, -2.27237, 3.80286], [-4.45057, -1.27755, 1.58487], [0.23881, 1.95773, 0.04033], [-0.23173, 1.96188, -1.20148], [-1.93018, 1.89158, -1.49229], [0.61581, 2.05260, -2.22989], [2.04098, 2.18463, -2.17026], [2.81614, 1.37296, -2.98636], [4.19733, 1.48410, -2.95221], [4.80221, 2.39617, -2.09692], [4.02051, 3.21843, -1.29846], [2.63620, 3.12712, -1.34257], [-0.42459, 1.85315, 0.78874], [1.22230, 1.83244, 0.23719], [0.17568, 2.03816, -3.13761], [2.33707, 0.66168, -3.64885], [4.80129, 0.85621, -3.59338], [5.88028, 2.47768, -2.06739], [4.48649, 3.95119, -0.65339], [2.02389, 3.79924, -0.75532], [-4.83796, -1.87960, -0.97284], [-4.49329, -0.49694, -0.82410], [-5.84208, -1.99762, -1.05061], [-4.51737, -2.37757, -0.15387], [-5.17349, 0.02710, -0.28039], [-4.47843, -0.09449, -1.75436]],
  "charge": 1,
  "energy_ev": -41820.3992
}